{
  "formula": "C7H6O2",
  "method": "ωB97M-V with the def2-TZVPD basis set",
  "homo_energy_ev": -8.26,
  "charge": 0,
  "smiles": "C=C1C=CO[C@@H]1C=C=O",
  "homo_lumo_gap_ev": 9.13,
  "de_lowest_ev": 2.320,
  "max_force_ev_per_a": 3.74,
  "elements": ["C", "C", "C", "C", "C", "C", "C", "O", "O", "H", "H", "H", "H", "H", "H"],
  "positions_angstrom": [[1.2080, -1.2120, -0.3847], [2.0435, -0.4508, 0.2570], [-1.3214, 0.4983, 0.8312], [-1.7690, -0.7757, 0.8085], [-0.2233, -0.6759, -0.7958], [-0.3366, 0.6864, -0.1794], [0.4048, 1.7778, -0.3698], [-1.2026, -1.5280, -0.2022], [2.7343, 0.3651, 0.6971], [1.4318, -2.3293, -0.4261], [-1.6675, 1.1954, 1.4673], [-2.4944, -1.4457, 1.2739], [-0.0917, -0.5884, -1.9240], [1.0235, 1.8865, -1.2412], [0.2605, 2.5965, 0.1881]],
  "atomic_forces_ev_per_a": [[-0.946, -2.552, -0.101], [0.055, 0.867, -0.218], [-0.608, -3.164, -0.300], [0.267, -0.392, -1.131], [3.464, 0.026, -1.042], [-0.093, 0.184, 0.027], [-0.289, -2.693, -2.585], [0.330, 0.903, -0.828], [0.538, -0.236, 0.451], [-0.370, 1.756, -0.120], [-1.001, 2.326, 2.088], [0.069, 1.032, 0.544], [-1.404, -0.774, 1.214], [0.471, -0.143, -0.086], [-0.484, 2.860, 2.088]],
  "lowdin_charge": [-0.02, -0.24, -0.02, -0.05, -0.24, -0.29, 0.08, -0.04, 0.18, 0.14, 0.08, 0.14, 0.18, 0.08, 0.03]
}